Entry from OMol25: 12 unconnected molecules or ions with the total composition C43H74ClF12N13O13S4 in a non-equilibrium geometry (ωB97M-V/def2-TZVPD).

## Properties
Orbital gap (spin up / spin down), eV: 3.7 / 3.7
Total charge: +3
HOMO (spin up / spin down), Ha: -0.42669 / -0.42667
Spin multiplicity: 2
<S²>: 0.765

Atoms and positions in Å:
C: -3.46333 2.27548 2.31490
C: -3.65330 1.10542 3.35654
O: -3.58680 -0.04390 2.89941
N: -3.64955 1.47817 4.82787
H: -4.11056 2.37550 4.87661
H: -4.12327 0.81092 5.41986
C: -2.22388 1.58569 5.37952
H: -3.68825 1.86320 1.33127
H: -2.45188 2.67730 2.25496
H: -4.19754 3.06274 2.48600
H: -1.63542 2.12572 4.63777
H: -1.74388 0.60897 5.44069
H: -2.24676 2.23048 6.25804
C: -7.39151 3.40108 -0.36579
C: -6.93964 2.43818 -1.46146
N: -6.37418 3.25915 -2.55184
C: -5.09923 3.78356 -2.68914
C: -4.95615 4.39400 -3.95541
N: -6.19773 4.34107 -4.56586
C: -7.01284 3.58948 -3.74707
C: -6.47684 4.72911 -5.91606
H: -8.05299 4.24906 -0.54318
H: -6.46930 3.77221 0.08130
H: -7.87674 2.85920 0.44602
H: -7.81456 1.90866 -1.83859
H: -6.15080 1.76303 -1.12979
H: -4.37170 3.57323 -1.91917
H: -4.11709 4.77481 -4.51875
H: -7.96502 3.18583 -4.05821
H: -5.62455 4.67465 -6.59337
H: -6.95142 5.70933 -5.96108
H: -7.17744 3.98054 -6.28609
C: 1.50371 4.95978 -1.49267
C: 2.48727 4.47343 -0.48438
N: 1.91289 4.43909 0.88145
C: 2.33828 3.59448 1.92403
C: 1.63862 3.97781 3.06382
N: 0.77351 4.96572 2.72383
C: 0.92416 5.21411 1.36820
C: -0.26522 5.52115 3.57588
H: 0.55525 4.48608 -1.23942
H: 1.73077 4.64220 -2.51037
H: 1.39600 6.03785 -1.61202
H: 3.37864 5.09652 -0.55729
H: 2.75337 3.47103 -0.81976
H: 3.02627 2.81164 1.64079
H: 1.56771 3.66384 4.09474
H: 0.38103 5.95419 0.79926
H: -0.00491 6.57301 3.69386
H: -0.29719 4.93182 4.49226
H: -1.25251 5.38064 3.13584
C: 3.57576 -3.83241 -2.77704
C: 3.97752 -2.54677 -1.90609
N: 5.36970 -2.67620 -1.60122
C: 6.01063 -3.33561 -0.54357
C: 7.35818 -3.26339 -0.76491
N: 7.62848 -2.48403 -1.89503
C: 6.38979 -2.17520 -2.41347
C: 8.94716 -2.16553 -2.39178
H: 2.48771 -3.84522 -2.84104
H: 3.80968 -4.65641 -2.10295
H: 4.05209 -3.83959 -3.75743
H: 3.44838 -2.33703 -0.97651
H: 3.74030 -1.57439 -2.33772
H: 5.42856 -3.92722 0.14750
H: 8.17502 -3.58757 -0.13716
H: 6.31125 -1.52208 -3.27000
H: 8.88339 -2.01268 -3.46913
H: 9.56572 -3.05737 -2.29123
H: 9.48225 -1.37934 -1.85915
C: -0.26669 0.36945 1.38775
C: 0.70795 0.20997 0.20760
N: 0.42994 0.94864 -0.95489
C: 1.31376 1.11858 -2.03009
C: 0.71799 1.89067 -2.99215
N: -0.54801 2.27441 -2.55320
C: -0.67291 1.72325 -1.32416
C: -1.52297 3.12290 -3.16722
H: 0.02533 -0.38007 2.12331
H: -1.28074 0.16906 1.04185
H: -0.27563 1.34808 1.86767
H: 0.71055 -0.84312 -0.07364
H: 1.72898 0.51219 0.44056
H: 2.25989 0.59786 -2.02162
H: 0.96596 2.25809 -3.97700
H: -1.57770 1.88849 -0.75807
H: -2.08037 3.61917 -2.37280
H: -2.27198 2.66667 -3.81449
H: -1.08741 3.91784 -3.77258
C: 4.25729 0.02809 2.98283
C: 4.10675 -1.52818 2.80829
N: 3.74134 -2.15958 4.05167
C: 2.45178 -2.36960 4.39946
C: 2.39883 -2.99650 5.60798
N: 3.68745 -3.30231 5.97622
C: 4.49965 -2.71298 4.99824
C: 4.16163 -4.05006 7.09022
H: 3.28090 0.48612 3.14090
H: 4.77728 0.52209 2.16204
H: 4.77309 0.21493 3.92471
H: 5.08896 -1.89530 2.51066
H: 3.38344 -1.83350 2.05219
H: 1.61984 -1.90996 3.88663
H: 1.65196 -3.14097 6.37461
H: 5.57720 -2.74339 4.93222
H: 4.04436 -5.13223 7.03332
H: 3.92186 -3.55745 8.03253
H: 5.22425 -3.81022 7.12797
C: -3.21991 -7.40299 2.03175
C: -2.83014 -7.15742 3.48670
N: -3.00712 -5.75545 3.94092
C: -4.11038 -5.14376 4.46358
C: -3.72153 -3.84760 4.82098
N: -2.46263 -3.68473 4.43332
C: -2.05147 -4.83284 3.79042
C: -1.79492 -2.36437 4.50282
H: -4.17613 -6.97506 1.73069
H: -3.33258 -8.47628 1.87858
H: -2.46254 -7.05060 1.33153
H: -1.82402 -7.53592 3.66723
H: -3.46669 -7.70094 4.18491
H: -5.01542 -5.72825 4.53895
H: -4.20544 -3.08416 5.41208
H: -1.04727 -4.98660 3.42389
H: -2.39696 -1.54674 4.89921
H: -1.32735 -2.17934 3.53574
H: -0.98438 -2.50122 5.21864
Cl: 4.75412 1.27894 -0.91779
C: -3.12812 -0.79505 -3.15182
F: -4.03887 -0.30410 -4.04498
F: -3.08011 -2.09292 -3.17541
F: -1.94347 -0.28009 -3.49148
S: -3.67304 -0.11363 -1.32757
O: -5.08116 -0.49274 -1.15871
O: -2.73221 -0.76045 -0.38202
O: -3.58212 1.33045 -1.35582
C: 0.85862 -1.41516 -5.49241
F: 0.07566 -2.48179 -5.21636
F: 0.30985 -0.20689 -5.37924
F: 2.07413 -1.44827 -4.98641
S: 1.07465 -1.59633 -7.43049
O: -0.21875 -1.91773 -8.03512
O: 1.72741 -0.35304 -7.83979
O: 2.06213 -2.67192 -7.58880
C: 0.36710 -4.47853 -0.42987
F: 0.14785 -3.38796 -1.15391
F: -0.86882 -5.09449 -0.37512
F: 1.21677 -5.22005 -1.09914
S: 1.09551 -4.03763 1.25580
O: 0.98366 -5.23901 2.09859
O: 2.53382 -3.66465 1.01021
O: 0.27011 -2.98599 1.81892
C: 2.89027 3.63891 -5.75572
F: 3.17857 4.20958 -4.59838
F: 3.92513 3.79717 -6.63679
F: 2.65496 2.29615 -5.61339
S: 1.30863 4.46947 -6.50982
O: 0.22898 3.81482 -5.81984
O: 1.41078 5.92769 -6.29643
O: 1.31597 4.19014 -7.96238

Force components x, y, z for each atom (eV/Å):
-1.1 -0.5 1.1
1.8 -2.9 -5.1
-0.7 3.7 3.6
1.1 -0.6 -0.2
-0.3 0.4 0.4
-0.7 -0.4 0.0
0.2 0.9 -1.1
0.0 -0.4 0.1
0.1 -0.1 0.5
0.2 0.3 0.2
-0.1 0.1 -0.1
-0.5 0.0 0.5
0.0 -0.7 0.3
0.7 -0.4 1.4
-0.8 1.3 -0.1
-0.2 1.4 -4.4
0.4 0.2 -1.2
-1.1 -0.8 2.0
0.4 -2.4 3.0
1.3 0.3 0.7
-1.2 -0.3 -1.2
0.1 -0.2 -0.9
0.0 0.5 0.1
0.0 -0.3 -0.1
0.4 -0.2 -0.3
-0.2 -0.2 0.0
0.0 0.1 -0.2
0.1 0.2 0.4
-0.1 0.3 0.2
0.3 0.1 0.5
0.2 0.0 0.0
-0.2 0.2 -0.2
-1.2 0.3 -0.7
0.4 -0.1 -1.1
-0.8 -0.1 1.9
-0.7 1.0 -0.1
0.5 -0.8 -0.8
0.0 0.0 -3.3
0.8 -0.3 1.1
0.1 0.0 -0.2
-0.4 0.2 -0.3
0.4 -0.3 0.1
-0.1 0.1 0.5
0.1 -0.2 0.7
0.3 -0.3 0.8
0.3 0.0 0.5
0.6 -0.4 -0.2
0.1 0.0 0.1
-0.5 -0.1 0.6
0.4 0.5 0.2
0.1 0.3 -0.3
-0.7 1.7 2.2
-1.3 -0.5 -0.9
4.7 1.5 -1.2
-0.1 0.0 -1.4
0.2 0.8 0.3
-3.9 -0.8 1.0
0.4 -0.4 1.9
0.7 -0.7 -0.8
0.1 0.0 -0.5
0.3 -0.4 -0.6
0.0 -0.1 0.3
-0.1 -1.3 0.3
0.8 -0.1 -0.9
0.1 0.2 0.1
-0.1 -0.2 -0.1
-0.5 -0.1 0.0
0.0 0.5 0.2
-0.1 -0.1 0.1
-0.6 0.3 -0.1
0.1 0.0 -0.6
0.3 -0.7 1.6
-2.7 4.2 -4.4
-0.5 -0.4 -0.3
-0.5 0.3 -0.3
1.9 -2.3 2.5
0.4 -0.7 0.6
-1.1 1.6 -0.3
-0.1 -0.1 0.0
-0.1 -0.3 0.0
0.4 0.3 -0.1
0.0 -0.1 0.2
0.2 -0.3 0.5
0.2 0.3 0.0
0.6 -0.3 -0.1
0.2 -0.4 0.1
0.0 -0.1 0.1
0.4 -0.8 0.1
0.6 -0.3 0.0
-0.6 -0.9 0.6
1.3 1.8 -0.8
-0.2 -1.3 1.2
-1.9 0.7 1.1
0.6 -0.3 0.5
1.0 2.3 -3.5
-0.7 -1.2 0.9
2.0 0.6 1.2
-0.2 0.0 -0.3
-0.1 -0.3 -0.2
0.4 0.0 -0.1
-0.1 -0.2 0.0
0.0 0.0 0.1
0.2 -0.3 -0.4
-0.4 -0.2 -0.6
-0.1 -0.2 0.3
-0.4 0.3 0.0
-1.0 -0.5 0.0
0.3 -0.6 -0.3
-0.1 -0.1 -0.2
-1.1 -0.5 0.0
1.5 1.4 -1.3
0.1 0.6 0.9
-2.3 -2.0 0.3
1.0 -0.1 -1.7
0.3 1.0 1.7
1.6 -1.3 0.2
0.0 0.2 0.3
0.2 0.0 0.1
0.1 0.1 0.1
0.1 0.7 0.1
-0.1 -0.2 -0.2
-0.1 0.4 0.3
-0.3 -0.2 -0.3
0.1 -0.1 -0.3
-0.5 -0.6 -0.5
-0.3 0.3 -0.1
0.2 0.2 0.0
-0.6 -0.3 0.4
-1.3 2.3 1.3
0.7 -0.7 0.7
-0.1 -0.4 -0.1
0.1 -0.1 0.1
-1.0 -2.7 0.5
1.3 -0.2 -0.4
-0.7 0.9 -1.3
0.8 1.5 -0.4
-0.2 -0.4 -5.0
0.7 1.5 1.4
-0.2 -0.9 1.3
-0.6 -0.2 1.1
-1.2 -0.2 0.3
1.8 0.7 1.0
-0.3 -0.4 0.0
0.0 0.2 0.0
-1.4 0.1 -0.1
0.2 0.8 0.1
1.7 0.3 0.6
0.2 -0.7 0.1
2.5 -1.4 1.9
-0.2 0.5 -1.2
-2.8 -0.2 -0.3
-0.3 1.0 -0.5
-1.0 0.5 -3.0
0.4 -0.5 0.6
-0.9 -0.4 1.5
0.6 1.0 0.4
0.6 2.6 -4.2
-0.8 -1.0 1.8
0.4 -2.0 1.1
0.6 -0.6 2.4

Löwdin population analysis, charges in e, atoms 1 to 99:
1 C 0.0435
2 C -0.2970
3 O 0.1534
4 N 0.1143
5 H 0.1737
6 H 0.1798
7 C 0.0548
8 H 0.0807
9 H 0.0741
10 H 0.0873
11 H 0.0877
12 H 0.0984
13 H 0.1181
14 C -0.0673
15 C -0.1367
16 N -0.0278
17 C -0.0121
18 C 0.0218
19 N -0.0980
20 C 0.0461
21 C 0.0084
22 H 0.0885
23 H 0.0614
24 H 0.0789
25 H 0.1350
26 H 0.0950
27 H 0.0983
28 H 0.1395
29 H 0.1638
30 H 0.1168
31 H 0.1128
32 H 0.1063
33 C -0.0720
34 C -0.1514
35 N -0.0074
36 C 0.0377
37 C -0.0289
38 N -0.1118
39 C 0.0225
40 C 0.0110
41 H 0.0636
42 H 0.0834
43 H 0.0975
44 H 0.1492
45 H 0.0727
46 H 0.1120
47 H 0.1279
48 H 0.1659
49 H 0.1167
50 H 0.0892
51 H 0.0929
52 C -0.0125
53 C -0.1786
54 N -0.0464
55 C 0.0015
56 C -0.0155
57 N -0.0808
58 C 0.0579
59 C 0.0078
60 H 0.0549
61 H 0.0730
62 H 0.0839
63 H 0.0984
64 H 0.0936
65 H 0.1307
66 H 0.1333
67 H 0.1685
68 H 0.1094
69 H 0.1044
70 H 0.1104
71 C -0.0585
72 C -0.1765
73 N -0.0156
74 C -0.0135
75 C 0.0068
76 N -0.0572
77 C -0.0178
78 C -0.0150
79 H 0.0518
80 H 0.0416
81 H 0.0486
82 H 0.1250
83 H 0.1076
84 H 0.0621
85 H 0.1083
86 H 0.1160
87 H 0.0806
88 H 0.1048
89 H 0.0916
90 C -0.0451
91 C -0.1391
92 N -0.0447
93 C -0.0268
94 C -0.0015
95 N -0.0866
96 C 0.0522
97 C -0.0016
98 H 0.0513
99 H 0.0430